Entry 1:
C15H26N4O3 | ωB97M-V/def2-TZVPD

The highest occupied orbital energy is -7.58 eV. The spin multiplicity is 1. The structure (SMILES) is COCCNCc1nc(C(=O)N2CCN(C(C)C)CC2)co1.

The geometry in XYZ format:
```
48
Properties=species:S:1:pos:R:3:lowdin_charge:R:1
O 2.897 -1.958 -2.724 0.03
N 0.900 1.071 -1.873 0.20
O 0.381 1.050 -4.082 0.07
O -1.355 5.317 0.492 -0.17
C 2.193 -1.269 -1.991 -0.36
C 0.269 1.688 -2.852 -0.28
C 1.101 -0.051 -3.908 -0.03
C 1.391 -0.059 -2.542 -0.15
N -1.092 3.208 -1.428 -0.06
N 1.964 -1.703 -0.669 -0.03
N 1.020 -3.238 1.564 -0.19
C -1.507 6.281 1.505 -0.09
C -0.444 2.948 -2.691 -0.18
C -1.229 -4.163 1.339 -0.08
C -0.148 -3.608 3.726 -0.06
C -2.521 4.765 -0.037 -0.22
C -2.120 4.246 -1.522 -0.16
C 0.988 -1.092 0.326 -0.10
C 2.745 -2.800 -0.075 -0.12
C 0.926 -1.836 1.715 -0.19
C 1.836 -3.834 0.573 -0.19
C -0.015 -4.145 2.277 -0.34
H 1.406 -0.758 -4.734 0.16
H -1.392 2.351 -0.964 0.12
H -1.450 5.805 2.509 0.10
H -2.417 6.723 1.442 0.04
H -0.747 7.013 1.461 0.08
H -1.017 3.029 -3.560 0.10
H 0.259 3.757 -2.843 0.13
H -2.129 -3.588 1.836 0.10
H -1.674 -5.142 1.196 0.05
H -1.057 -3.779 0.301 0.08
H -0.722 -2.609 3.744 0.09
H -0.606 -4.297 4.413 0.06
H 0.848 -3.361 4.056 0.07
H -3.378 5.473 -0.158 0.12
H -2.997 3.914 0.480 0.11
H -2.974 3.734 -1.881 0.09
H -1.781 5.112 -2.099 0.12
H -0.023 -1.124 -0.234 0.14
H 1.284 -0.071 0.587 0.10
H 3.353 -2.391 0.627 0.09
H 3.327 -3.361 -0.783 0.12
H -0.024 -1.485 2.114 0.11
H 1.791 -1.594 2.382 0.13
H 2.374 -4.623 0.978 0.09
H 1.212 -4.361 -0.260 0.14
H 0.355 -5.184 2.268 0.13
```

---

Entry 2:
C3H6O2S | ωB97M-V/def2-TZVPD

The highest occupied orbital energy is -8.91 eV. The spin multiplicity is 1. The structure (SMILES) is COCOC=S.

The geometry in XYZ format:
```
12
Properties=species:S:1:pos:R:3:lowdin_charge:R:1
C -2.110 0.466 -0.216 -0.07
C 0.147 -0.101 0.107 -0.26
C 2.469 -0.352 0.024 -0.75
H -2.200 0.757 0.811 0.08
H -2.700 1.146 -0.794 0.09
H -2.484 -0.538 -0.314 0.08
H -0.008 -1.222 0.007 0.15
H 0.031 0.117 1.197 0.15
H 2.205 -1.190 0.632 0.06
O -0.761 0.597 -0.688 -0.13
O 1.407 0.310 -0.416 -0.09
S 4.003 0.009 -0.349 0.69
```

---

Entry 3:
C8H15N2 | ωB97M-V/def2-TZVPD

The highest occupied orbital energy is -13.32 eV. The spin multiplicity is 1. The net charge is +1.

The geometry in XYZ format:
```
25
Properties=species:S:1:pos:R:3:lowdin_charge:R:1
C 0.498 -0.588 0.138 -0.15
C -0.649 -1.551 0.115 0.06
C 0.500 1.739 0.190 -0.07
C 1.993 1.239 0.144 -0.01
C -1.523 -0.278 0.067 -0.49
C -2.462 0.150 1.095 0.00
C -2.038 -0.141 -1.284 -0.02
C 2.949 -1.076 -0.219 -0.04
N -0.252 0.507 0.283 0.04
N 1.780 -0.271 -0.150 -0.06
H -0.866 -2.303 -0.626 0.13
H -0.541 -2.130 1.055 0.15
H 0.385 2.452 0.950 0.10
H -0.005 2.365 -0.658 0.17
H 2.735 1.818 -0.440 0.14
H 2.303 1.250 1.203 0.13
H -2.560 1.240 1.040 0.12
H -2.099 -0.075 2.014 0.06
H -3.431 -0.325 0.879 0.12
H -2.530 0.799 -1.500 0.11
H -2.821 -0.879 -1.487 0.12
H -1.335 -0.169 -1.982 0.06
H 3.598 -0.758 -1.114 0.13
H 2.675 -2.124 -0.249 0.10
H 3.697 -0.893 0.536 0.09
```

---

Entry 4:
C30H20BrF5HgN6O4S2 | ωB97M-V/def2-TZVPD

The highest occupied orbital energy (alpha / beta) is -4.36 / -5.07 eV. The spin multiplicity is 2. The net charge is -1. The expectation value of S² is 0.7564.

The geometry in XYZ format:
```
69
Properties=species:S:1:pos:R:3:lowdin_charge:R:1
Hg 0.969 0.035 -2.648 0.85
C 3.141 -3.119 -1.733 -0.07
O 2.487 -2.179 -0.900 -0.13
C 2.706 -2.254 0.430 -0.20
C 3.570 -3.159 1.016 -0.06
C 3.720 -3.153 2.401 -0.69
Br 4.909 -4.402 3.199 0.71
C 3.033 -2.273 3.189 -0.10
C 2.151 -1.350 2.603 -0.06
C 1.990 -1.318 1.216 -0.18
O 1.176 -0.498 0.550 0.02
C 1.417 -0.410 3.452 -0.24
N 0.724 0.603 3.014 0.19
C 0.260 1.261 4.141 -0.20
C -0.484 2.435 4.251 0.00
C -0.792 2.882 5.521 -0.09
C -0.370 2.189 6.667 -0.11
C 0.373 1.026 6.574 -0.04
C 0.681 0.584 5.292 -0.19
N 1.423 -0.483 4.827 0.16
H 2.887 -4.143 -1.451 0.10
H 4.226 -2.984 -1.703 0.10
H 2.779 -2.926 -2.737 0.07
H 4.136 -3.856 0.418 0.09
H 3.193 -2.283 4.258 0.09
H 1.002 0.353 1.015 0.05
H -0.788 2.973 3.363 0.11
H -1.368 3.790 5.639 0.10
H -0.620 2.582 7.644 0.09
H 0.709 0.496 7.456 0.10
H 1.832 -1.206 5.388 0.14
F 2.054 -6.140 -6.544 0.10
C 1.669 -4.875 -6.307 -0.16
C 1.293 -4.477 -5.040 -0.16
F 1.308 -5.367 -4.033 0.10
C 0.896 -3.173 -4.808 -0.27
F 0.515 -2.879 -3.554 0.01
C 0.897 -2.184 -5.798 -0.60
S 0.520 -0.513 -5.499 0.51
C 1.250 -2.643 -7.073 -0.26
F 1.238 -1.796 -8.112 0.06
C 1.631 -3.946 -7.330 -0.15
F 1.978 -4.319 -8.572 0.10
N -4.817 2.152 3.378 0.09
C -3.777 2.293 2.455 -0.33
C -2.976 1.199 2.125 -0.04
C -1.902 1.351 1.268 -0.07
C -1.610 2.604 0.742 -0.31
C -2.409 3.693 1.047 -0.07
C -3.488 3.539 1.902 -0.04
S -0.178 2.800 -0.283 0.56
O -0.061 4.204 -0.586 -0.32
O 0.924 2.192 0.434 -0.35
N -0.430 1.870 -1.552 -0.20
C -1.420 2.120 -2.442 -0.50
N -1.388 1.322 -3.528 0.04
C -2.288 1.525 -4.470 -0.16
C -3.251 2.521 -4.374 -0.08
C -3.240 3.247 -3.195 -0.15
N -2.364 3.054 -2.220 0.13
H -5.163 1.214 3.492 0.08
H -5.556 2.832 3.298 0.08
H -3.191 0.229 2.559 0.11
H -1.283 0.505 1.007 0.11
H -2.168 4.650 0.605 0.11
H -4.110 4.391 2.155 0.10
H -2.228 0.861 -5.327 0.08
H -3.966 2.709 -5.161 0.08
H -3.978 4.024 -3.014 0.10
```

---

These records have maximum force values of 3.8 1.1 4.5 0.6 eV/Å, in the order they appear.